No. 1
{
  "formula": "C5H15NO2",
  "method": "the ωB97M-V functional and the def2-TZVPD basis",
  "species": ["C", "C", "N", "C", "C", "C", "O", "H", "H", "H", "H", "H", "H", "H", "H", "H", "H", "H", "H", "H", "O", "H", "H"],
  "xyz": [[0.0740, -0.5824, 2.3881], [0.2632, 0.0869, 1.0137], [1.5559, 0.7737, 1.1480], [-0.9433, 0.9947, 0.7211], [-0.9500, 1.5414, -0.7110], [-1.4773, 0.6550, -1.8642], [-0.2855, -0.0924, -2.2218], [-0.4499, 0.0749, 3.0893], [-0.4681, -1.5330, 2.3361], [1.0137, -0.7728, 2.9109], [0.3066, -0.6201, 0.1858], [1.7071, 1.4089, 0.3654], [1.8541, 1.2211, 2.0016], [-0.8156, 1.8734, 1.3632], [-1.8137, 0.4288, 1.0729], [-1.4518, 2.5255, -0.5961], [0.0052, 1.9555, -1.0643], [-1.7487, 1.2859, -2.7102], [-2.2170, -0.0139, -1.4651], [-0.4526, -0.4749, -3.0684], [2.1899, -3.5458, -2.0470], [2.3813, -2.9691, -1.3015], [1.7225, -4.2214, -1.5465]],
  "smiles": "C[C@H](N)CCCO.O",
  "multiplicity": 1,
  "relative_energy_kj_mol": 144.4,
  "max_force_ha_per_bohr": 0.0546,
  "total_energy_ha": -404.7001,
  "total_charge": 0,
  "gap_ev": 9.6,
  "e_lumo_ev": 0.829,
  "homo_ev": -8.78
}



No. 2
{
  "formula": "C56H57N6O2P2PtSSi2",
  "method": "the ωB97M-V functional and the def2-TZVPD basis",
  "species": ["Pt", "C", "Si", "C", "C", "N", "P", "C", "P", "N", "Si", "C", "C", "C", "C", "C", "C", "C", "C", "C", "C", "C", "C", "C", "C", "C", "C", "C", "C", "C", "C", "C", "C", "C", "C", "C", "C", "C", "H", "H", "H", "H", "H", "H", "H", "H", "H", "H", "H", "H", "H", "H", "H", "H", "H", "H", "H", "H", "H", "H", "H", "H", "H", "H", "H", "H", "H", "H", "H", "H", "H", "H", "H", "H", "H", "H", "S", "C", "C", "C", "N", "C", "C", "C", "C", "C", "N", "C", "C", "H", "H", "H", "H", "H", "H", "H", "H", "O", "C", "N", "C", "C", "O", "N", "C", "C", "C", "C", "C", "C", "C", "C", "C", "C", "C", "C", "H", "H", "H", "H", "H", "H", "H", "H", "H", "H", "H"],
  "xyz": [[0.1264, -0.5975, 0.1640], [4.4882, -2.6771, 1.2670], [2.6673, -2.4036, 1.6578], [2.6074, -1.3328, 3.1964], [1.8833, -4.0606, 2.0456], [1.8625, -1.6660, 0.3289], [2.1308, -1.6544, -1.2667], [0.6518, -1.0495, -1.8231], [0.2205, 0.0223, -3.0791], [-1.2990, 0.4269, -3.0751], [-2.2902, 1.0462, -4.2852], [-2.9727, -0.3183, -5.3957], [-1.5082, 2.3243, -5.4481], [-3.7785, 1.9188, -3.5131], [0.6731, -0.7926, -4.6718], [1.0605, -0.1198, -5.8281], [1.2628, -0.8053, -7.0194], [1.0707, -2.1782, -7.0754], [0.6691, -2.8595, -5.9333], [0.4716, -2.1711, -4.7467], [1.2121, 1.5704, -3.0824], [0.6670, 2.6622, -2.4057], [1.3621, 3.8564, -2.3015], [2.6144, 3.9860, -2.8892], [3.1670, 2.9088, -3.5656], [2.4726, 1.7095, -3.6533], [3.6562, -0.7156, -1.6075], [3.9599, 0.3363, -0.7437], [5.0788, 1.1237, -0.9612], [5.9174, 0.8628, -2.0377], [5.6130, -0.1689, -2.9135], [4.4798, -0.9441, -2.7062], [2.4816, -3.3704, -1.8249], [3.7250, -3.9394, -2.0805], [3.8354, -5.2845, -2.4132], [2.7035, -6.0816, -2.4794], [1.4581, -5.5309, -2.2024], [1.3506, -4.1883, -1.8813], [4.9537, -3.1835, 2.1182], [5.0132, -1.7322, 1.1085], [4.6417, -3.3039, 0.3882], [3.4584, -1.5773, 3.8390], [1.6980, -1.5019, 3.7770], [2.6597, -0.2686, 2.9538], [2.2529, -4.4725, 2.9892], [2.0854, -4.7839, 1.2507], [0.7998, -3.9363, 2.1247], [-2.1949, -0.7045, -6.0609], [-3.8053, 0.0333, -6.0126], [-3.3271, -1.1520, -4.7841], [-0.9607, 1.8452, -6.2650], [-0.8163, 2.9898, -4.9252], [-2.2936, 2.9407, -5.8951], [-4.5080, 1.2018, -3.1302], [-4.2841, 2.5404, -4.2572], [-3.4746, 2.5614, -2.6825], [1.1968, 0.9561, -5.8097], [1.5686, -0.2618, -7.9054], [1.2284, -2.7135, -8.0038], [0.5106, -3.9308, -5.9663], [0.1615, -2.6930, -3.8503], [-0.3190, 2.5565, -1.9671], [0.9246, 4.6902, -1.7654], [3.1561, 4.9216, -2.8197], [4.1462, 2.9966, -4.0207], [2.9227, 0.8755, -4.1744], [3.3035, 0.5322, 0.0975], [5.2970, 1.9426, -0.2872], [6.7992, 1.4707, -2.1998], [6.2505, -0.3653, -3.7672], [4.2302, -1.7220, -3.4199], [4.6258, -3.3424, -2.0085], [4.8116, -5.7077, -2.6157], [2.7908, -7.1296, -2.7386], [0.5697, -6.1495, -2.2346], [0.3857, -3.7445, -1.6608], [-5.7097, 2.2860, 0.4404], [-4.1065, 1.5696, 0.1860], [-2.9723, 2.2718, 0.5542], [-1.7387, 1.6640, 0.4073], [-1.6110, 0.4270, -0.0761], [-2.6954, -0.2220, -0.5103], [-3.9629, 0.3132, -0.3875], [-6.1471, 1.6217, 2.0192], [-5.4725, 0.5969, 2.6697], [-5.9614, 0.1577, 3.8907], [-7.0424, 0.6490, 4.4915], [-7.6710, 1.6388, 3.8594], [-7.2706, 2.1597, 2.6424], [-3.0447, 3.2573, 0.9916], [-0.8210, 2.1413, 0.7257], [-2.5180, -1.1979, -0.9361], [-4.8234, -0.2466, -0.7266], [-4.5799, 0.1474, 2.2576], [-5.4446, -0.6414, 4.4115], [-8.5460, 2.0452, 4.3562], [-7.8197, 2.9753, 2.1892], [-1.5530, -2.2836, 2.5487], [-1.0382, -1.2577, 2.9452], [-1.1391, -0.7955, 4.2477], [-0.6385, 0.5541, 4.3652], [0.0188, 0.7099, 2.9622], [0.6688, 1.6900, 2.6300], [-0.2583, -0.3772, 2.2168], [0.3974, 0.7128, 5.4756], [1.1351, 1.8892, 5.5824], [2.0639, 2.0433, 6.5986], [2.2627, 1.0321, 7.5299], [1.5277, -0.1381, 7.4304], [0.6022, -0.2971, 6.4068], [-1.7692, 1.5698, 4.5737], [-2.8159, 1.2542, 5.4363], [-3.8488, 2.1493, 5.6668], [-3.8514, 3.3850, 5.0357], [-2.8053, 3.7157, 4.1886], [-1.7683, 2.8197, 3.9622], [-1.9006, -1.1524, 4.7975], [0.9940, 2.6717, 4.8499], [2.6396, 2.9585, 6.6611], [2.9897, 1.1551, 8.3229], [1.6786, -0.9385, 8.1442], [0.0571, -1.2269, 6.3151], [-2.8331, 0.3002, 5.9507], [-4.6574, 1.8766, 6.3331], [-4.6618, 4.0825, 5.2057], [-2.7934, 4.6793, 3.6933], [-0.9549, 3.0821, 3.2992]],
  "multiplicity": 1,
  "relative_energy_kj_mol": 8.4,
  "max_force_ha_per_bohr": 0.0122,
  "total_energy_ha": -4426.7078,
  "total_charge": -1,
  "gap_ev": 6.3,
  "e_lumo_ev": 2.141,
  "homo_ev": -4.20
}



No. 3
{
  "formula": "C5H8N2",
  "method": "the ωB97M-V functional and the def2-TZVPD basis",
  "species": ["C", "C", "C", "N", "C", "N", "C", "H", "H", "H", "H", "H", "H", "H", "H"],
  "xyz": [[-2.3476, -0.3139, 0.1561], [-0.8808, -0.0583, -0.0837], [-0.2987, 1.2433, -0.1759], [1.0143, 1.0623, -0.0537], [1.3365, -0.2712, 0.1099], [2.7228, -0.5553, 0.2551], [0.2028, -1.0814, 0.1786], [-2.5621, -1.3716, -0.0152], [-2.6003, -0.0891, 1.1969], [-2.9883, 0.2942, -0.4923], [-0.7376, 2.2233, -0.3167], [1.7187, 1.7879, -0.1187], [2.8394, -1.2450, 0.9909], [3.0845, -0.9852, -0.5920], [-0.5036, -0.6399, -1.0392]],
  "multiplicity": 1,
  "relative_energy_kj_mol": 343.9,
  "max_force_ha_per_bohr": 0.0081,
  "total_energy_ha": -304.7045,
  "total_charge": 0,
  "gap_ev": 8.8,
  "e_lumo_ev": 0.772,
  "homo_ev": -7.98
}



No. 4
{
  "formula": "C20H28N4O2Ti",
  "method": "the ωB97M-V functional and the def2-TZVPD basis",
  "species": ["Ti", "C", "C", "N", "C", "C", "N", "C", "C", "N", "H", "H", "H", "H", "H", "H", "H", "H", "H", "H", "H", "H", "H", "H", "H", "C", "O", "C", "C", "C", "C", "C", "C", "N", "C", "C", "C", "C", "C", "C", "C", "O", "H", "H", "H", "H", "H", "H", "H", "H", "H", "H", "H", "H", "H"],
  "xyz": [[0.2535, 0.3652, 0.1759], [2.9295, -0.4126, -1.1465], [2.9961, 1.0838, -1.1967], [1.6359, 1.7363, -0.8243], [1.8385, 2.8553, 0.1511], [2.2337, 2.2920, 1.5207], [1.4381, 1.0755, 1.8192], [2.1645, -0.0990, 2.3549], [2.8441, -0.9568, 1.2665], [2.1386, -0.9147, -0.0049], [4.0006, -0.7284, -1.0562], [2.5716, -0.9147, -2.0785], [3.2463, 1.4040, -2.2352], [3.7738, 1.5073, -0.5504], [1.1523, 2.1455, -1.6182], [0.9092, 3.4111, 0.2130], [2.6320, 3.5572, -0.1645], [1.9891, 3.0645, 2.2520], [3.2994, 2.0265, 1.4899], [0.7436, 1.3770, 2.5019], [1.5243, -0.7662, 2.9649], [3.0204, 0.2004, 2.9960], [2.9959, -1.9301, 1.7016], [3.8526, -0.5658, 1.1709], [1.8471, -1.8536, -0.3106], [-1.4296, 0.2681, -2.6869], [-0.5859, -0.3608, -1.6279], [-0.6999, -1.7911, -1.5709], [-0.2471, -2.4836, -2.6974], [-0.3334, -3.9092, -2.6544], [-0.9239, -4.5430, -1.5765], [-1.3147, -3.8749, -0.4369], [-1.1818, -2.4565, -0.3865], [-1.7309, -1.8114, 0.7354], [-1.4497, -0.4598, 1.1833], [-2.4760, 0.5957, 1.0734], [-3.4743, 0.5531, 2.0447], [-4.3056, 1.6734, 2.1560], [-4.2013, 2.6634, 1.2413], [-3.1697, 2.7395, 0.2935], [-2.1225, 1.7924, 0.3287], [-0.8827, 2.0124, -0.1168], [-1.5695, 1.2950, -2.3637], [-2.4182, -0.2093, -2.5181], [-1.0344, 0.1303, -3.7354], [0.3778, -1.9022, -3.4090], [0.1434, -4.4941, -3.3966], [-1.0469, -5.6381, -1.6099], [-1.6991, -4.3646, 0.4807], [-2.5657, -2.2550, 1.0559], [-1.0549, -0.5838, 2.2573], [-3.4408, -0.2785, 2.7436], [-5.0745, 1.6458, 2.9592], [-4.9503, 3.5181, 1.2423], [-3.1684, 3.5689, -0.4006]],
  "multiplicity": 2,
  "max_force_ha_per_bohr": 0.0722,
  "s2": 0.781,
  "total_energy_ha": -1996.8129,
  "total_charge": 3,
  "gap_ev": [5.6, 4.2],
  "e_lumo_ev": [-11.342, -12.675],
  "homo_ev": [-16.92, -16.92]
}



No. 5
{
  "formula": "C26H22N4OPRe",
  "method": "the ωB97M-V functional and the def2-TZVPD basis",
  "species": ["Re", "N", "P", "C", "C", "C", "C", "C", "C", "C", "C", "C", "C", "C", "C", "C", "C", "C", "C", "C", "N", "H", "H", "H", "H", "H", "H", "H", "H", "H", "H", "H", "H", "H", "H", "H", "O", "C", "C", "C", "C", "C", "C", "C", "N", "C", "C", "N", "H", "H", "H", "H", "H", "H", "H"],
  "xyz": [[-0.6468, 0.0337, 0.5975], [-0.7291, 0.5143, -2.4574], [0.5880, 0.4216, -1.3797], [1.4713, 1.9545, -1.3720], [0.9420, 3.0434, -0.6657], [1.5694, 4.2717, -0.7308], [2.7199, 4.4189, -1.5011], [3.2406, 3.3455, -2.2118], [2.6225, 2.1074, -2.1535], [1.6012, -0.9444, -1.8883], [2.8890, -1.0562, -1.3460], [3.6634, -2.1596, -1.6595], [3.1574, -3.1519, -2.4954], [1.8748, -3.0485, -3.0203], [1.0886, -1.9467, -2.7175], [-2.0165, 0.4340, -2.0174], [-3.1074, 0.5893, -2.8723], [-4.3781, 0.4702, -2.3662], [-4.5823, 0.1892, -1.0007], [-3.4952, 0.0478, -0.2061], [-2.2049, 0.1751, -0.6845], [-0.5876, 0.7675, -3.4286], [0.0395, 2.9449, -0.0707], [1.1689, 5.1164, -0.1875], [3.2107, 5.3819, -1.5498], [4.1286, 3.4730, -2.8157], [3.0280, 1.2776, -2.7172], [3.2888, -0.2844, -0.6989], [4.6670, -2.2424, -1.2646], [3.7718, -4.0067, -2.7460], [1.4925, -3.8182, -3.6769], [0.0955, -1.8666, -3.1410], [-2.9384, 0.7992, -3.9198], [-5.2293, 0.5908, -3.0246], [-5.5760, 0.0882, -0.5898], [-3.5777, -0.1655, 0.8530], [-0.1874, 1.1713, 1.9419], [-0.9341, 0.6900, 3.0287], [-1.6883, 1.6111, 3.7449], [-2.3962, 1.1871, 4.8517], [-2.3740, -0.1564, 5.2311], [-1.6424, -1.0764, 4.5078], [-0.8920, -0.6816, 3.3926], [-0.1073, -1.6815, 2.6660], [0.1397, -1.6249, 1.3325], [0.9378, -2.7137, 0.9932], [1.1457, -3.4253, 2.1209], [0.4975, -2.7589, 3.1487], [-1.6716, 2.6508, 3.4457], [-2.9665, 1.9026, 5.4288], [-2.9371, -0.4819, 6.0952], [-1.6632, -2.1201, 4.7958], [1.2699, -2.8928, -0.0147], [1.6971, -4.3345, 2.2918], [0.5222, -3.0297, 4.1241]],
  "multiplicity": 2,
  "relative_energy_kj_mol": 0.0,
  "max_force_ha_per_bohr": 0.0016,
  "s2": 0.756,
  "total_energy_ha": -1716.9433,
  "total_charge": 3,
  "gap_ev": [6.8, 6.3],
  "e_lumo_ev": [-10.827, -11.276],
  "homo_ev": [-17.60, -17.60]
}